one) Density functional theory data (ωB97M-V with the def2-TZVPD basis set) for a 2-piece molecular cluster, CH3Br2ClOSi overall.

Its gap between HOMO and LUMO is 8.36 eV. Its spin multiplicity is 1. The HOMO energy comes out at -10.000 eV. The LUMO energy comes out at -0.060 Ha.

Last column: Mulliken charge in e.
Atoms and positions in Å:
C -1.0065 0.8396 -0.7146  -0.53
O -0.7176 -0.3666 -0.0513  -0.08
Si 0.6600 -0.9351 0.4688  0.59
Cl 1.5910 0.9251 2.4900  -0.47
Br 0.4198 -2.9649 1.2779  -0.11
Br 2.2964 -0.7234 -1.0438  -0.14
H -1.2636 0.7020 -1.7920  0.20
H -0.0800 1.3564 -0.4796  0.34
H -1.8996 1.1668 -0.1554  0.20

---

two) Density functional theory data (ωB97M-V with the def2-TZVPD basis set) for CH3Br2ClOSi as an isolated structure.

Its gap between HOMO and LUMO is 8.18 eV. Its spin multiplicity is 1. The HOMO energy comes out at -9.626 eV. The LUMO energy comes out at -0.053 Ha.

Last column: Mulliken charge in e.
Atoms and positions in Å:
C 0.4346 -1.3649 0.1338  -0.63
O -0.2025 -0.4562 -0.7633  -0.12
Si -0.4074 1.1293 -0.4522  0.59
Cl 1.2624 2.1756 -0.6760  -0.14
Br -2.1094 1.8256 -1.6007  -0.12
Br -0.9145 1.5670 2.5033  -0.43
H 0.7172 -2.1095 -0.5904  0.28
H -0.2206 -1.7840 1.0333  0.26
H 1.4403 -0.9831 0.4123  0.31

---

Which of them is the most stable? Correct choice: two).

---

one) Density functional theory data (ωB97M-V with the def2-TZVPD basis set) for a 2-piece molecular cluster, C6H13O2 overall.

Its gap between HOMO and LUMO is 5.86 eV. The total charge is -1. Its spin multiplicity is 1. The HOMO energy comes out at -2.342 eV. The LUMO energy comes out at 0.129 Ha.

Last column: Mulliken charge in e.
Atoms and positions in Å:
C -1.5907 2.0874 -0.0250  -0.48
O -2.8298 1.6404 -0.2748  -0.87
C -0.4749 1.1889 -0.6306  0.23
C 0.9541 1.4890 -0.0879  -0.92
C 1.5545 0.3168 0.6228  -0.38
C 2.2135 -0.7065 0.0928  0.09
C 2.5801 -1.9407 0.8898  -1.16
H -1.3694 2.1680 1.0743  0.14
H -1.3883 3.1127 -0.4467  0.15
H -0.7257 0.1275 -0.5381  -0.35
H -0.5077 1.4210 -1.7032  0.28
H 1.5320 1.9652 -0.8808  0.39
H 0.8187 2.2600 0.6509  0.37
H 1.3900 0.3724 1.7025  0.24
H 2.4490 -0.5806 -0.9500  0.37
H 2.5058 -2.8778 0.3480  0.33
H 1.9273 -1.9575 1.7501  0.31
H 3.6072 -1.8050 1.2314  0.28
H -1.9224 -2.1835 -0.6168  0.37
H -2.4922 -3.2866 0.1852  0.30
O -1.9482 -3.1561 -0.6011  -0.69

---

two) Density functional theory data (ωB97M-V with the def2-TZVPD basis set) for a 2-piece molecular cluster, C6H13O2 overall.

Its gap between HOMO and LUMO is 7.48 eV. The total charge is -1. Its spin multiplicity is 1. The HOMO energy comes out at -3.838 eV. The LUMO energy comes out at 0.134 Ha.

Last column: Mulliken charge in e.
Atoms and positions in Å:
C -0.9149 2.7772 0.0166  -0.38
C -0.7902 2.1749 1.4221  -0.99
C 0.4261 2.8406 -0.8141  -0.79
H -1.5927 2.1523 -0.5631  0.27
H -1.3657 3.7682 0.1567  0.36
H -0.1306 2.7529 2.0983  0.28
H -0.4458 1.1502 1.3302  0.19
H -0.0277 2.8483 -1.7946  0.29
H 0.9675 3.7605 -0.5691  0.33
H -1.6771 2.4524 2.0094  0.34
H 1.0642 2.0524 -0.4397  0.13
C 1.1476 -2.0361 0.2243  -0.46
C 1.6833 -0.5906 0.1784  -0.65
C -0.3255 -2.0908 -0.2860  0.48
O -1.0883 -2.8971 0.3043  -0.76
O -0.5775 -1.3561 -1.2701  -0.72
H 1.7469 -2.7049 -0.4016  0.24
H 1.4062 -2.4837 1.1948  0.27
H 1.1366 0.0838 -0.4571  -0.01
H 2.7213 -0.4820 -0.1669  0.35
H 1.5984 -0.1998 1.2060  0.24

---

three) Density functional theory data (ωB97M-V with the def2-TZVPD basis set) for a 2-piece molecular cluster, C6H13O2 overall.

Its gap between HOMO and LUMO is 7.60 eV. The total charge is -1. Its spin multiplicity is 1. The HOMO energy comes out at -3.962 eV. The LUMO energy comes out at 0.134 Ha.

Last column: Mulliken charge in e.
Atoms and positions in Å:
C 1.0102 -0.4782 2.9821  -0.73
C 1.0833 0.9883 2.4505  0.55
O 1.4398 1.1275 1.2592  -0.69
O 0.8321 1.8795 3.2946  -0.75
H 0.2625 -1.0505 2.4314  0.19
H 0.9400 -0.5208 4.0635  0.28
H 1.9818 -0.8866 2.6736  0.19
C -0.2613 -0.2551 -1.2153  1.07
C -0.5137 -1.0322 -2.5236  -1.30
C 0.2134 1.1797 -1.4573  -1.64
C -1.4627 -0.2178 -0.2500  -1.25
H 0.5154 -0.8019 -0.6786  0.18
H -1.4154 -1.6332 -2.4031  0.32
H -0.4834 1.6034 -2.1923  0.47
H 0.2328 1.7508 -0.5381  0.37
H 1.2068 1.1776 -1.9056  0.33
H -2.0855 -1.1147 -0.3123  0.37
H -1.0362 -0.2316 0.7514  0.13
H 0.2852 -1.7542 -2.6906  0.30
H -0.6771 -0.4151 -3.4085  0.30
H -2.0678 0.6851 -0.3312  0.31

---

Which of them is the most stable? Correct choice: three).

---

one) Density functional theory data (ωB97M-V with the def2-TZVPD basis set) for a 3-piece molecular cluster, C17H18O5 overall.

Its gap between HOMO and LUMO is 9.15 eV. Its SMILES is O=C(O)C[C@H]1COC(=O)O1.c1ccccc1.c1ccccc1. Its spin multiplicity is 1. The HOMO energy comes out at -9.119 eV. The LUMO energy comes out at 0.001 Ha.

Last column: Mulliken charge in e.
Atoms and positions in Å:
O 5.2816 0.0537 1.4077  -0.52
C 4.5133 1.0353 1.4507  0.37
O 4.8022 2.0976 2.3541  -0.45
C 3.1557 1.1481 0.5653  -0.60
C 1.9335 1.0398 1.6082  0.10
C 0.7115 1.8160 0.8982  -0.43
O -0.3093 0.7556 1.0045  -0.35
C 0.4950 -0.4073 0.6659  0.67
O 0.3669 -1.1848 -0.2854  -0.48
O 1.5043 -0.3616 1.7046  -0.38
H 4.3765 2.8939 1.9423  0.36
H 3.2000 2.1794 0.0407  0.35
H 3.1016 0.3125 -0.2227  0.26
H 2.2054 1.2877 2.6858  0.43
H 0.8395 1.8799 -0.2454  0.37
H 0.5065 2.8070 1.4189  0.30
C -2.3769 4.6388 -3.0224  -0.37
C -2.3356 4.2632 -1.6833  -0.44
C -1.9736 2.9655 -1.3350  -0.35
C -1.6568 2.0413 -2.3262  -0.39
C -1.7070 2.4144 -3.6659  -0.46
C -2.0654 3.7131 -4.0143  -0.34
H -2.6527 5.6522 -3.2937  0.36
H -2.5850 4.9828 -0.9102  0.36
H -1.9383 2.6735 -0.2904  0.45
H -1.3721 1.0300 -2.0543  0.45
H -1.4659 1.6926 -4.4393  0.37
H -2.1023 4.0045 -5.0586  0.36
C -1.5377 -5.6467 2.2303  -0.34
C -1.5410 -6.0295 0.8929  -0.41
C -1.0369 -5.1703 -0.0788  -0.53
C -0.5328 -3.9251 0.2861  -0.03
C -0.5381 -3.5391 1.6232  0.04
C -1.0388 -4.3998 2.5953  -0.67
H -1.9246 -6.3193 2.9884  0.35
H -1.9362 -6.9990 0.6073  0.36
H -1.0367 -5.4708 -1.1214  0.35
H -0.1384 -3.2583 -0.4695  0.51
H -0.1510 -2.5673 1.9087  0.02
H -1.0404 -4.0992 3.6378  0.35

---

two) Density functional theory data (ωB97M-V with the def2-TZVPD basis set) for one molecule with the formula C17H18O5.

Its gap between HOMO and LUMO is 8.71 eV. Its SMILES is COc1cc(C(=O)Oc2cccc(C)c2)cc(OC)c1OC. Its spin multiplicity is 1. The HOMO energy comes out at -8.084 eV. The LUMO energy comes out at 0.023 Ha.

Last column: Mulliken charge in e.
Atoms and positions in Å:
C -0.4058 -2.4251 1.2697  -0.79
O 0.9044 -2.1149 0.8628  -0.49
C 1.2256 -0.8015 0.6232  1.26
C 0.3342 0.2346 0.8718  -0.36
C 0.6710 1.5507 0.5875  -1.15
C -0.2521 2.6809 0.8465  0.42
O 0.1241 3.7746 1.1780  -0.58
O -1.5871 2.4566 0.7475  -0.42
C -2.1182 1.4418 -0.0172  -0.04
C -1.6484 1.1583 -1.2934  -0.06
C -2.2511 0.1497 -2.0230  -0.74
C -3.3137 -0.5621 -1.4962  -0.58
C -3.8054 -0.2671 -0.2292  0.90
C -4.9775 -1.0160 0.3269  -1.62
C -3.1991 0.7417 0.5045  -0.37
C 1.9358 1.8527 0.0903  -0.85
C 2.8418 0.8372 -0.1502  0.77
O 4.0963 1.0183 -0.6388  -0.44
C 4.5292 2.3345 -0.8875  -0.92
C 2.4968 -0.5118 0.1023  0.66
O 3.4885 -1.3840 -0.2052  -0.46
C 3.3717 -2.7646 0.0521  -0.78
H -0.6286 -2.0227 2.2631  0.34
H -0.4426 -3.5129 1.3102  0.28
H -1.1496 -2.0616 0.5525  0.26
H -0.6234 0.0164 1.3123  0.60
H -0.8222 1.7201 -1.7014  0.51
H -1.8869 -0.0793 -3.0130  0.43
H -3.7734 -1.3498 -2.0747  0.41
H -4.9309 -2.0676 0.0521  0.39
H -5.0160 -0.9332 1.4099  0.36
H -5.9029 -0.6059 -0.0776  0.34
H -3.5539 0.9962 1.4918  0.41
H 2.1753 2.8861 -0.0963  0.49
H 5.5551 2.2415 -1.2400  0.23
H 4.5110 2.9434 0.0217  0.37
H 3.9238 2.8191 -1.6603  0.36
H 2.5753 -3.2222 -0.5384  0.27
H 3.1971 -2.9664 1.1107  0.28
H 4.3321 -3.1858 -0.2450  0.28

---

Which of them is the most stable? Correct choice: two).

---

one) Density functional theory data (ωB97M-V with the def2-TZVPD basis set) for a 2-piece molecular cluster, C2H2 overall.

Its gap between HOMO and LUMO (alpha / beta) is 6.91 / 6.92 eV. Its spin multiplicity is 1. The HOMO energy (alpha / beta) comes out at -8.626 / -8.622 eV. The LUMO energy (alpha / beta) comes out at -0.063 / -0.063 Ha.

Last column: Mulliken charge in e.
Atoms and positions in Å:
C 1.3554 0.2389 -0.1440  -0.18
C -1.3186 0.2564 0.1308  -0.24
H 1.2782 0.1839 1.0471  0.18
H -1.2920 0.1895 -0.8999  0.24

---

two) Density functional theory data (ωB97M-V with the def2-TZVPD basis set) for a 2-piece molecular cluster, C2H2 overall.

Its gap between HOMO and LUMO (alpha / beta) is 12.25 / 5.90 eV. Its spin multiplicity is 1. The HOMO energy (alpha / beta) comes out at -11.220 / -9.680 eV. The LUMO energy (alpha / beta) comes out at 0.038 / -0.139 Ha.

Last column: Mulliken charge in e.
Atoms and positions in Å:
C 0.0851 0.3996 -0.0389  -0.04
C -0.9395 -0.2149 -0.0523  -0.33
H 2.7946 0.3518 0.2882  0.02
H -1.9402 -0.5365 -0.1970  0.35

---

Which of them is the most stable? Correct choice: two).

---

one) Density functional theory data (ωB97M-V with the def2-TZVPD basis set) for a 2-piece molecular cluster, C6H17NO overall.

Its gap between HOMO and LUMO is 9.29 eV. Its SMILES is CCCCNCC.O. Its spin multiplicity is 1. The HOMO energy comes out at -8.410 eV. The LUMO energy comes out at 0.032 Ha.

Last column: Mulliken charge in e.
Atoms and positions in Å:
C 0.6995 -2.2244 -1.9425  -1.10
C 0.5705 -1.7744 -0.4524  -0.54
C 1.3144 -0.4181 -0.3179  -0.47
C 0.5781 0.6716 -1.1667  -0.70
N 0.1766 1.8954 -0.4787  -0.33
C -1.2575 1.9644 -0.0764  -0.38
C -1.5002 1.8892 1.4076  0.00
H 0.9628 -1.3595 -2.5567  0.26
H 1.6293 -2.7988 -2.0510  0.35
H -0.0459 -2.8001 -2.4864  0.32
H -0.4976 -1.6807 -0.2589  0.28
H 1.0244 -2.5279 0.1705  0.38
H 1.3506 -0.1736 0.7458  0.32
H 2.3575 -0.6387 -0.5358  0.33
H -0.3279 0.1461 -1.4600  0.32
H 1.1203 0.9203 -2.0734  0.27
H 0.8013 2.2230 0.2479  0.24
H -1.5889 2.9567 -0.3973  0.30
H -1.7170 1.1585 -0.6404  0.29
H -1.0763 1.0255 1.9032  -0.47
H -2.5604 2.0413 1.6279  0.38
H -1.0683 2.7895 1.8646  0.33
O -0.0496 -1.0936 3.1835  -0.68
H -0.4046 -0.2988 2.8245  -0.01
H -0.4910 -1.8927 2.9190  0.30

---

two) Density functional theory data (ωB97M-V with the def2-TZVPD basis set) for a 2-piece molecular cluster, C6H17NO overall.

Its gap between HOMO and LUMO is 10.08 eV. Its SMILES is CCCNCCC.O. Its spin multiplicity is 1. The HOMO energy comes out at -9.143 eV. The LUMO energy comes out at 0.035 Ha.

Last column: Mulliken charge in e.
Atoms and positions in Å:
C -2.2205 -2.4484 -0.2404  -0.97
C -2.0298 -1.3579 0.9081  -0.70
C -0.4908 -1.0204 1.2428  -0.53
N 0.0886 -0.2348 0.1333  -0.24
C 0.8681 0.9273 0.7687  -0.59
C 1.1814 1.9517 -0.2878  -0.11
C 0.1711 2.9599 -0.7849  -1.37
H -3.2165 -2.3080 -0.6200  0.32
H -1.4388 -2.3371 -0.9887  0.28
H -2.0204 -3.4278 0.3010  0.26
H -2.5408 -0.4831 0.5377  0.36
H -2.3859 -1.8084 1.8253  0.37
H 0.1325 -1.9735 1.3567  0.26
H -0.5255 -0.5051 2.2223  0.31
H -0.6345 0.1637 -0.4321  0.24
H 1.7559 0.4436 1.1337  0.41
H 0.4935 1.2268 1.8206  0.33
H 2.1819 2.4917 0.0354  0.30
H 1.5008 1.2741 -1.1966  -0.02
H 0.7253 3.8247 -1.3034  0.32
H -0.4763 3.3026 0.0229  0.32
H -0.4208 2.6046 -1.4664  0.48
O 3.4679 -1.0172 -1.6557  -0.63
H 3.0036 -1.8493 -1.6457  0.30
H 2.8300 -0.3996 -1.6869  0.31

---

three) Density functional theory data (ωB97M-V with the def2-TZVPD basis set) for a 2-piece molecular cluster, C6H17NO overall.

Its gap between HOMO and LUMO is 9.46 eV. Its SMILES is CCCC[C@H](C)N.O. Its spin multiplicity is 1. The HOMO energy comes out at -8.744 eV. The LUMO energy comes out at 0.026 Ha.

Last column: Mulliken charge in e.
Atoms and positions in Å:
C -2.0426 -1.0222 -0.0818  -0.88
C -1.6990 0.1989 -0.9880  -0.43
C -0.2661 0.1353 -1.6478  -0.90
C 0.6683 1.3530 -1.3116  -0.96
C 1.8244 0.6315 -0.4286  0.57
C 2.0349 1.5357 0.7586  -1.37
N 3.1346 0.5896 -1.2091  -0.66
H -3.0973 -1.4054 -0.4007  0.28
H -1.2044 -1.7234 -0.3759  0.22
H -1.8288 -0.8001 0.9518  0.25
H -2.5981 0.2152 -1.6361  0.31
H -1.7487 1.2098 -0.4908  0.28
H 0.1100 -0.7778 -1.4197  0.64
H -0.2784 0.3491 -2.7643  0.21
H 0.8809 1.8820 -2.2417  0.45
H 0.1473 2.1959 -0.6604  0.32
H 1.6032 -0.5231 -0.0940  0.33
H 3.1348 1.8172 0.8127  0.34
H 1.7515 1.1264 1.6479  0.29
H 1.5180 2.5743 0.3482  0.31
H 3.2860 -0.2710 -1.6124  0.19
H 3.3349 1.3577 -1.8792  0.21
O -2.8944 -3.9256 4.9953  -0.65
H -3.6712 -3.3002 4.9003  0.33
H -2.0997 -3.4228 4.8273  0.32

---

four) Density functional theory data (ωB97M-V with the def2-TZVPD basis set) for a 2-piece molecular cluster, C6H17NO overall.

Its gap between HOMO and LUMO is 8.75 eV. Its SMILES is CCN(C)C(C)C.O. Its spin multiplicity is 1. The HOMO energy comes out at -7.997 eV. The LUMO energy comes out at 0.028 Ha.

Last column: Mulliken charge in e.
Atoms and positions in Å:
C 2.8832 -0.4416 -0.6682  -1.25
C 1.6980 0.5183 -0.7621  -0.36
N 0.7284 0.2759 0.3012  0.14
C 0.2781 -1.1044 0.5089  -1.17
C -0.3097 1.3015 0.4517  0.25
C -1.5342 1.0892 -0.4506  -1.37
C -0.5956 1.5389 1.9322  -1.42
H 2.6686 -1.4209 -1.0922  0.31
H 3.7244 0.0187 -1.0701  0.42
H 3.0961 -0.6622 0.3859  0.31
H 1.9722 1.5694 -0.7565  0.40
H 1.1913 0.3487 -1.7386  0.25
H -0.7843 -1.0877 0.7369  0.44
H 0.4274 -1.7135 -0.3852  0.34
H 0.7991 -1.5086 1.3687  0.25
H 0.1398 2.2327 0.0946  0.29
H -1.1448 0.9887 -1.4648  0.33
H -2.1549 0.2568 -0.1517  0.34
H -2.1443 1.9752 -0.4669  0.44
H -0.8174 0.6062 2.4524  0.30
H 0.2995 1.9258 2.4163  0.35
H -1.4217 2.2346 2.0784  0.41
O -3.2720 -3.1226 -0.9666  -0.64
H -3.1052 -3.4075 -1.8705  0.32
H -2.6218 -2.4117 -0.8831  0.32

---

Which of them is the most stable? Correct choice: four).